Record 1
{"formula": "C4H8O2", "method": "ωB97M-V/def2-TZVPD", "total_energy_ev": -8372.0840, "gap_ev": 10.76, "e_above_lowest_kj_mol": 115.57, "homo_ev": -9.8, "species": ["O", "C", "C", "C", "O", "C", "H", "H", "H", "H", "H", "H", "H", "H"], "xyz": [[1.033, -0.817, -1.649], [0.507, 0.217, -0.841], [-0.992, 0.023, -0.519], [-1.031, -0.042, 1.014], [0.266, -0.463, 1.400], [1.135, 0.278, 0.561], [0.828, -1.656, -1.216], [0.702, 1.133, -1.403], [-1.329, -0.918, -0.965], [-1.618, 0.821, -0.925], [-1.756, -0.756, 1.410], [-1.242, 0.953, 1.438], [1.197, 1.322, 0.914], [2.126, -0.177, 0.583]], "lowdin_charge": [-0.03, -0.35, -0.10, -0.20, -0.13, -0.16, 0.10, 0.14, 0.12, 0.11, 0.12, 0.12, 0.13, 0.13]}

Record 2
{"formula": "C18H48ClF2N7O16P2S2", "method": "ωB97M-V/def2-TZVPD", "total_energy_ev": -120811.7559, "gap_ev": 4.68, "e_above_lowest_kj_mol": 2394.23, "homo_ev": -0.5, "total_charge": -2, "species": ["N", "S", "O", "O", "F", "S", "O", "O", "F", "Cl", "O", "O", "O", "O", "O", "P", "N", "C", "C", "N", "C", "C", "N", "C", "C", "H", "H", "H", "H", "H", "H", "H", "H", "H", "H", "H", "H", "H", "H", "H", "H", "H", "H", "O", "P", "N", "C", "C", "N", "C", "C", "N", "C", "C", "H", "H", "H", "H", "H", "H", "H", "H", "H", "H", "H", "H", "H", "H", "H", "H", "H", "H", "C", "O", "C", "O", "O", "C", "H", "H", "H", "H", "H", "H", "C", "O", "C", "O", "O", "C", "H", "H", "H", "H", "H", "H"], "xyz": [[8.307, 11.359, -16.465], [9.843, 11.489, -16.432], [10.664, 10.316, -16.768], [10.435, 12.566, -15.631], [9.827, 12.372, -17.819], [8.440, 10.642, -14.934], [8.440, 11.538, -13.751], [8.906, 9.233, -14.822], [6.799, 10.240, -14.961], [9.336, 14.912, -18.038], [10.670, 14.640, -17.488], [8.419, 13.832, -17.756], [8.801, 16.059, -17.468], [9.508, 15.169, -19.482], [12.852, 19.344, -14.601], [11.699, 19.260, -15.497], [10.225, 19.814, -14.864], [10.190, 20.395, -13.472], [8.871, 19.487, -15.396], [11.263, 17.645, -16.022], [10.382, 17.376, -17.198], [11.698, 16.360, -15.295], [11.895, 20.121, -16.953], [11.897, 21.545, -16.880], [12.927, 19.516, -17.884], [9.599, 21.306, -13.381], [11.180, 20.759, -13.199], [9.689, 19.793, -12.714], [8.606, 18.443, -15.229], [8.933, 19.625, -16.475], [8.139, 20.164, -14.955], [10.433, 18.180, -17.931], [10.641, 16.481, -17.764], [9.332, 17.258, -16.929], [12.785, 16.324, -15.229], [11.401, 16.180, -14.262], [11.414, 15.453, -15.829], [10.880, 21.887, -16.690], [12.571, 21.917, -16.107], [12.251, 21.880, -17.855], [12.790, 18.450, -18.064], [13.960, 19.648, -17.562], [12.803, 19.934, -18.883], [7.678, 11.997, -19.135], [8.585, 11.517, -20.223], [10.179, 11.241, -19.796], [11.162, 12.247, -19.941], [10.557, 10.279, -18.710], [8.727, 12.647, -21.541], [8.952, 12.211, -22.932], [8.777, 14.143, -21.265], [8.064, 10.032, -20.998], [6.687, 9.562, -20.780], [8.981, 9.013, -21.501], [12.200, 11.998, -19.719], [10.858, 13.015, -19.230], [11.173, 12.710, -20.927], [11.295, 9.596, -19.131], [9.653, 9.717, -18.476], [11.055, 10.752, -17.864], [8.032, 11.718, -23.247], [8.999, 13.105, -23.554], [9.902, 11.741, -23.185], [8.673, 14.358, -20.201], [9.725, 14.554, -21.611], [7.981, 14.670, -21.792], [6.272, 9.366, -21.769], [6.761, 8.727, -20.084], [6.040, 10.333, -20.361], [9.441, 8.396, -20.730], [9.777, 9.521, -22.045], [8.443, 8.324, -22.152], [5.667, 12.100, -21.508], [5.815, 13.482, -21.319], [6.331, 13.925, -20.215], [6.775, 13.302, -19.242], [6.289, 15.198, -20.279], [7.255, 15.997, -19.580], [6.532, 11.456, -21.356], [5.305, 12.076, -22.536], [4.824, 11.812, -20.880], [8.113, 16.109, -20.243], [7.415, 15.605, -18.576], [6.789, 16.982, -19.560], [8.413, 15.302, -15.731], [7.692, 14.696, -14.736], [6.713, 13.803, -15.012], [6.420, 13.331, -16.104], [6.143, 13.273, -13.880], [6.944, 13.251, -12.680], [9.476, 15.058, -15.719], [8.193, 16.366, -15.648], [8.038, 15.007, -16.710], [6.806, 14.182, -12.130], [8.001, 13.116, -12.906], [6.700, 12.425, -12.012]], "lowdin_charge": [-0.14, 0.53, -0.29, -0.26, -0.33, 0.67, -0.32, -0.32, -0.26, 0.81, -0.32, -0.30, -0.55, -0.38, -0.30, 0.55, -0.28, -0.12, -0.08, -0.21, -0.15, -0.07, -0.31, -0.15, -0.10, 0.05, 0.06, 0.07, 0.06, 0.07, 0.07, 0.08, 0.06, 0.03, 0.06, 0.07, 0.05, 0.07, 0.07, 0.07, 0.07, 0.07, 0.07, -0.27, 0.72, -0.28, -0.13, -0.15, -0.24, -0.12, -0.10, -0.30, -0.14, -0.13, 0.09, 0.06, 0.07, 0.08, 0.09, -0.03, 0.06, 0.07, 0.06, -0.02, 0.09, 0.09, 0.08, 0.09, 0.05, 0.06, 0.06, 0.07, -0.07, 0.02, -0.65, -0.01, 0.01, -0.02, 0.01, 0.10, 0.11, 0.09, 0.08, 0.10, -0.14, 0.02, -0.51, 0.12, -0.03, -0.10, 0.09, 0.11, 0.04, 0.08, 0.06, 0.09]}

Record 3
{"formula": "C20H39F5LiN2O3SSi", "method": "ωB97M-V/def2-TZVPD", "total_energy_ev": -63009.3169, "gap_ev": 7.77, "homo_ev": -5.1, "total_charge": -1, "species": ["Li", "C", "C", "C", "C", "O", "Si", "S", "O", "C", "C", "C", "C", "O", "C", "C", "C", "C", "H", "H", "H", "H", "H", "H", "H", "H", "H", "H", "H", "H", "H", "H", "H", "H", "H", "H", "H", "H", "H", "H", "H", "H", "H", "H", "H", "C", "C", "N", "C", "C", "N", "C", "C", "H", "H", "H", "H", "H", "H", "H", "H", "H", "H", "H", "H", "F", "C", "F", "C", "F", "F", "F"], "xyz": [[-1.626, 0.267, 2.151], [5.293, 1.320, 0.326], [4.035, 1.966, -0.253], [4.154, 2.074, -1.775], [3.846, 3.360, 0.354], [2.961, 1.117, 0.117], [1.409, 0.979, -0.415], [0.373, -0.032, 1.031], [0.943, 2.517, -0.773], [-0.139, 3.056, -1.529], [0.152, 2.953, -3.030], [-0.224, 4.526, -1.119], [-1.445, 2.335, -1.198], [1.406, 0.226, -1.900], [1.581, -1.141, -2.268], [2.631, -1.836, -1.396], [2.062, -1.125, -3.719], [0.240, -1.878, -2.189], [6.177, 1.922, 0.103], [5.421, 0.320, -0.093], [5.183, 1.224, 1.407], [5.013, 2.692, -2.046], [3.247, 2.521, -2.184], [4.276, 1.083, -2.217], [4.693, 4.004, 0.106], [3.762, 3.279, 1.440], [2.924, 3.796, -0.024], [1.068, 3.499, -3.270], [-0.668, 3.370, -3.619], [0.293, 1.908, -3.296], [0.727, 5.018, -1.331], [-0.416, 4.591, -0.047], [-1.022, 5.037, -1.662], [-1.362, 1.281, -1.470], [-2.280, 2.780, -1.740], [-1.642, 2.389, -0.126], [3.565, -1.271, -1.429], [2.816, -2.852, -1.750], [2.291, -1.869, -0.360], [2.990, -0.556, -3.800], [1.310, -0.659, -4.359], [2.237, -2.145, -4.066], [-0.145, -1.795, -1.174], [0.355, -2.932, -2.455], [-0.474, -1.415, -2.875], [-3.006, -2.732, 3.253], [-3.504, -4.142, 2.834], [-2.937, -4.523, 1.536], [-3.348, -3.534, 0.535], [-2.858, -2.121, 0.948], [-2.119, -2.198, 2.217], [-0.975, -3.104, 2.060], [-1.474, -4.508, 1.627], [-2.442, -2.772, 4.188], [-3.831, -2.029, 3.384], [-4.592, -4.164, 2.738], [-3.214, -4.905, 3.562], [-4.437, -3.569, 0.458], [-2.929, -3.838, -0.428], [-3.700, -1.445, 1.092], [-2.188, -1.691, 0.200], [-0.453, -3.150, 3.019], [-0.292, -2.664, 1.334], [-1.173, -5.281, 2.340], [-1.079, -4.783, 0.646], [-3.293, 0.857, 1.660], [-3.866, 0.603, 2.972], [-2.634, 0.415, 3.713], [-4.291, 1.995, 3.397], [-5.266, 2.458, 2.588], [-4.782, 1.975, 4.654], [-3.311, 2.945, 3.390]], "lowdin_charge": [0.51, -0.04, -0.65, -0.03, -0.03, -0.17, -0.19, 0.28, -0.16, -0.64, -0.03, -0.03, -0.04, -0.17, -0.65, -0.04, -0.04, -0.04, 0.08, 0.08, 0.09, 0.08, 0.07, 0.08, 0.08, 0.09, 0.07, 0.08, 0.08, 0.07, 0.08, 0.09, 0.08, 0.08, 0.09, 0.07, 0.08, 0.08, 0.06, 0.08, 0.08, 0.08, 0.03, 0.08, 0.09, -0.16, -0.16, -0.17, -0.16, -0.17, -0.19, -0.18, -0.16, 0.12, 0.09, 0.11, 0.11, 0.11, 0.11, 0.10, 0.09, 0.12, 0.05, 0.11, 0.11, -0.17, -0.19, -0.15, -0.62, 0.11, 0.11, 0.09]}

Record 4
{"formula": "C38H31AsN8ORhSe4", "method": "ωB97M-V/def2-TZVPD", "total_energy_ev": -379106.1336, "gap_ev": [5.59, 5.60], "homo_ev": [-9.6, -9.6], "total_charge": 1, "species": ["Rh", "C", "N", "C", "N", "C", "N", "C", "C", "C", "C", "C", "C", "C", "N", "N", "C", "O", "C", "C", "C", "C", "C", "C", "N", "C", "N", "C", "N", "C", "H", "H", "H", "H", "H", "H", "H", "H", "H", "H", "H", "H", "H", "H", "H", "H", "Se", "Se", "Se", "Se", "C", "C", "C", "C", "C", "C", "As", "C", "C", "C", "C", "C", "C", "C", "C", "C", "C", "C", "C", "H", "H", "H", "H", "H", "H", "H", "H", "H", "H", "H", "H", "H", "H", "H"], "xyz": [[1.116, -0.871, 0.322], [-1.050, 4.320, 0.592], [-0.279, 3.118, 0.904], [-0.256, 1.948, 0.272], [0.652, 1.162, 0.840], [1.168, 1.943, 1.835], [0.629, 3.129, 1.898], [-0.227, 5.326, -0.175], [-0.125, 6.644, 0.240], [0.631, 7.551, -0.494], [1.297, 7.150, -1.636], [1.202, 5.824, -2.053], [0.437, 4.921, -1.325], [1.912, 5.360, -3.239], [2.744, 5.977, -3.999], [3.149, 5.063, -4.963], [2.528, 3.968, -4.707], [1.717, 4.073, -3.625], [2.594, 2.676, -5.383], [3.558, 2.439, -6.357], [3.623, 1.191, -6.956], [2.738, 0.187, -6.584], [1.766, 0.432, -5.622], [0.770, -0.644, -5.266], [0.348, -0.591, -3.867], [1.086, -0.695, -2.767], [0.298, -0.606, -1.696], [-0.945, -0.431, -2.233], [-0.950, -0.418, -3.541], [1.695, 1.679, -5.028], [-1.397, 4.731, 1.537], [-1.918, 3.997, 0.015], [-0.893, 1.701, -0.560], [1.937, 1.612, 2.513], [-0.630, 6.968, 1.142], [0.706, 8.577, -0.163], [1.897, 7.845, -2.207], [0.375, 3.892, -1.658], [4.251, 3.225, -6.624], [4.375, 0.994, -7.707], [2.807, -0.789, -7.048], [1.183, -1.633, -5.465], [-0.150, -0.541, -5.840], [2.157, -0.825, -2.767], [-1.845, -0.326, -1.650], [0.939, 1.888, -4.282], [2.013, -2.850, -0.560], [2.684, -4.349, 1.091], [2.146, -3.107, 3.014], [2.655, -1.015, 2.201], [-4.603, -0.064, -0.611], [-3.833, 0.695, 0.263], [-2.725, 0.133, 0.876], [-2.374, -1.192, 0.613], [-3.166, -1.958, -0.234], [-4.277, -1.391, -0.845], [-0.740, -1.834, 1.431], [-0.895, -3.752, 1.340], [-0.896, -4.374, 0.096], [-0.992, -5.752, 0.011], [-1.068, -6.513, 1.170], [-1.048, -5.895, 2.409], [-0.963, -4.512, 2.499], [-1.137, -1.367, 3.258], [-0.306, -0.566, 4.029], [-0.685, -0.222, 5.320], [-1.889, -0.676, 5.835], [-2.725, -1.470, 5.058], [-2.355, -1.810, 3.768], [-5.468, 0.374, -1.091], [-4.110, 1.719, 0.481], [-2.148, 0.716, 1.585], [-2.933, -2.999, -0.415], [-4.891, -1.992, -1.502], [-0.801, -3.792, -0.811], [-0.995, -6.232, -0.958], [-1.134, -7.591, 1.106], [-1.094, -6.486, 3.314], [-0.936, -4.038, 3.471], [0.639, -0.223, 3.632], [-0.035, 0.399, 5.921], [-2.182, -0.410, 6.842], [-3.667, -1.821, 5.456], [-3.019, -2.417, 3.163]], "lowdin_charge": [0.18, -0.06, -0.10, -0.15, -0.05, -0.21, 0.16, -0.20, -0.02, -0.04, 0.00, -0.13, 0.03, -0.29, 0.14, 0.13, -0.29, 0.12, -0.13, 0.00, -0.04, -0.02, -0.20, -0.05, -0.11, -0.16, -0.05, -0.18, 0.15, 0.03, 0.13, 0.13, 0.12, 0.07, 0.12, 0.11, 0.12, 0.12, 0.12, 0.11, 0.12, 0.13, 0.14, 0.13, 0.09, 0.12, 0.15, 0.08, 0.06, 0.17, -0.06, -0.07, -0.14, -0.37, -0.10, -0.06, 1.27, -0.42, -0.20, -0.07, -0.06, -0.06, -0.14, -0.38, -0.14, -0.06, -0.06, -0.06, -0.11, 0.11, 0.11, 0.10, 0.10, 0.11, 0.08, 0.11, 0.11, 0.11, 0.09, 0.00, 0.11, 0.11, 0.11, 0.11]}

Record 5
{"formula": "C16H22Cl6N2", "method": "ωB97M-V/def2-TZVPD", "total_energy_ev": -95061.7697, "gap_ev": 9.81, "e_above_lowest_kj_mol": 214.04, "homo_ev": -9.5, "species": ["Cl", "C", "C", "Cl", "H", "H", "H", "H", "Cl", "C", "C", "Cl", "H", "H", "H", "H", "Cl", "C", "C", "Cl", "H", "H", "H", "H", "N", "C", "C", "C", "C", "C", "H", "H", "H", "H", "H", "N", "C", "C", "C", "C", "C", "H", "H", "H", "H", "H"], "xyz": [[1.790, -7.013, 2.542], [0.060, -6.516, 3.032], [-0.208, -4.988, 3.297], [-1.964, -4.729, 3.561], [-0.069, -6.953, 4.022], [-0.578, -7.014, 2.302], [0.081, -4.331, 2.477], [0.182, -4.669, 4.263], [-2.564, 7.147, -1.489], [-0.986, 7.958, -1.561], [0.135, 7.098, -0.795], [1.659, 7.310, -1.531], [-1.058, 8.982, -1.194], [-0.800, 7.971, -2.635], [-0.096, 6.056, -0.578], [0.105, 7.497, 0.219], [-4.048, -1.814, -4.102], [-2.712, -2.990, -3.835], [-1.820, -3.495, -5.049], [-0.733, -2.278, -5.683], [-3.190, -3.834, -3.339], [-2.058, -2.439, -3.159], [-2.522, -3.902, -5.777], [-1.219, -4.300, -4.626], [3.193, -1.094, 0.142], [4.163, -1.923, 0.651], [5.517, -1.409, 0.844], [5.857, -0.223, 0.194], [4.870, 0.496, -0.452], [3.587, 0.079, -0.411], [3.920, -2.807, 1.223], [6.258, -1.995, 1.367], [6.902, 0.044, 0.141], [5.099, 1.420, -0.963], [2.808, 0.751, -0.740], [-2.593, 2.003, 3.161], [-1.924, 0.885, 2.746], [-2.076, 0.556, 1.352], [-2.686, 1.397, 0.429], [-3.390, 2.513, 0.892], [-3.360, 2.789, 2.262], [-1.490, 0.226, 3.483], [-1.628, -0.350, 0.973], [-2.650, 1.048, -0.592], [-3.905, 3.200, 0.238], [-3.861, 3.640, 2.699]], "lowdin_charge": [0.45, -0.59, -0.62, 0.52, 0.05, 0.06, 0.06, 0.06, 0.52, -0.64, -0.72, 0.60, 0.07, 0.04, 0.06, 0.06, 0.50, -0.64, -0.66, 0.56, 0.06, 0.05, 0.07, 0.07, 0.04, -0.10, -0.06, -0.09, -0.10, -0.17, 0.09, 0.09, 0.10, 0.10, 0.10, 0.03, -0.12, -0.08, -0.09, -0.09, -0.11, 0.09, 0.09, 0.10, 0.09, 0.09]}

Record 6
{"formula": "C5H9N3", "method": "ωB97M-V/def2-TZVPD", "total_energy_ev": -9794.4264, "gap_ev": 10.23, "e_above_lowest_kj_mol": 679.30, "homo_ev": -9.4, "species": ["C", "C", "C", "C", "C", "H", "H", "H", "H", "H", "H", "H", "H", "H", "N", "N", "N"], "xyz": [[-1.838, 0.687, 0.187], [-1.620, -0.874, -0.185], [1.517, -0.905, 0.203], [0.597, 1.461, -0.139], [-0.458, 0.703, 0.406], [-2.455, 1.305, -0.646], [-2.398, 0.941, 1.032], [-2.216, -1.275, -1.111], [-1.920, -1.425, 0.758], [2.505, -1.254, 0.492], [2.500, 0.658, 0.682], [0.640, 2.289, 0.558], [0.467, 2.030, -1.003], [-0.059, 0.567, 1.413], [-0.339, -0.473, -0.536], [0.455, -1.516, 0.182], [1.847, 0.521, -0.362]], "lowdin_charge": [-0.12, -0.20, -0.26, -0.22, -0.41, 0.16, 0.07, 0.13, 0.12, 0.10, 0.18, 0.11, 0.09, 0.16, -0.09, 0.11, 0.04]}

Q: Number 4 is which compound?
A: C38H31AsN8ORhSe4